Record 1
This record from the OMol25 dataset describes a structure of composition C21H27FeN3O5S2 at a distorted geometry. The level of theory is ωB97M-V/def2-TZVPD.

Computed properties:
Frontier orbital gap (spin up / spin down), eV: 9.02 / 6.04
ΔE to the lowest compared entry with this formula, charge and spin, kJ/mol: 81.3

```
! RIJCOSX wB97M-V def2-TZVPD def2/J DEFGRID3
* xyz 1 6
Fe 0.752 -0.764 1.584
C 2.514 -3.164 2.153
C 2.851 -2.248 3.138
C 1.898 -1.857 4.083
C 0.613 -2.384 4.032
C 0.285 -3.322 3.048
C 1.229 -3.704 2.110
H 3.245 -3.454 1.411
H 3.856 -1.849 3.185
H 2.169 -1.170 4.876
H -0.115 -2.105 4.782
H -0.706 -3.749 3.024
H 0.973 -4.421 1.341
O -0.107 1.168 1.644
N 0.478 2.265 1.869
C -0.205 3.423 1.624
C 0.375 4.620 1.915
C 1.676 4.672 2.457
C 2.375 3.516 2.645
C 1.797 2.270 2.316
S 2.593 0.804 2.405
H -1.185 3.280 1.194
H -0.184 5.523 1.719
H 2.124 5.623 2.709
H 3.387 3.517 3.024
C -3.791 -1.047 1.909
S -2.364 -0.875 0.868
C -2.635 -2.290 -0.173
O -1.215 -1.295 1.791
H -3.696 -1.969 2.484
H -4.674 -1.069 1.268
H -3.832 -0.181 2.567
H -3.440 -2.055 -0.871
H -2.883 -3.155 0.441
H -1.707 -2.457 -0.721
C -1.976 0.574 -5.091
C -1.863 0.399 -3.578
C -0.438 0.429 -2.965
C 0.372 1.633 -3.493
C 1.774 1.765 -2.899
C 0.319 -0.830 -3.350
O 0.436 -1.227 -4.483
N 0.941 -1.533 -2.319
C 0.863 -1.175 -1.004
O 1.550 -1.786 -0.147
N 0.063 -0.215 -0.574
C -0.590 0.629 -1.443
O -1.275 1.551 -1.036
H -3.016 0.440 -5.391
H -1.369 -0.148 -5.634
H -1.677 1.578 -5.398
H -2.331 -0.549 -3.289
H -2.414 1.193 -3.076
H -0.216 2.525 -3.272
H 0.444 1.537 -4.576
H 1.748 1.830 -1.806
H 2.258 2.667 -3.272
H 2.410 0.919 -3.174
H 1.539 -2.303 -2.580
*
```

***

Record 2
This record from the OMol25 dataset describes the ion C21H27N2O3 with charge +1 at a distorted geometry. The level of theory is ωB97M-V/def2-TZVPD.

Computed properties:
SMILES: C=CC[N@@H+](C[C@@H](O)c1cccc([N+](=O)[O-])c1)[C@@H](C)CCc1ccccc1
Frontier orbital gap, eV: 9.19
ΔE to the lowest compared entry with this formula, charge and spin, kJ/mol: 352.7

```
! RIJCOSX wB97M-V def2-TZVPD def2/J DEFGRID3
* xyz 1 1
C -1.075 -2.862 1.371
C -0.635 -1.668 1.717
C 0.451 -0.856 1.070
H 0.029 0.096 0.740
N 1.101 -1.530 -0.081
H 0.441 -2.275 -0.375
C 1.195 -0.701 -1.302
H 1.930 -1.161 -1.962
H 1.512 0.314 -1.057
C -0.160 -0.714 -2.041
C -1.178 0.211 -1.399
C -2.268 -0.301 -0.716
C -3.165 0.569 -0.113
C -3.011 1.943 -0.197
C -1.924 2.449 -0.892
C -1.013 1.592 -1.485
H -0.169 1.997 -2.024
H -1.788 3.516 -0.974
H -3.733 2.590 0.277
N -4.268 0.005 0.643
O -5.125 0.761 1.025
O -4.231 -1.189 0.850
H -2.437 -1.364 -0.627
H 0.026 -0.362 -3.067
O -0.560 -2.068 -2.046
H -1.326 -2.187 -2.616
C 2.373 -2.237 0.306
C 2.528 -3.475 -0.572
H 1.641 -4.104 -0.529
H 2.718 -3.216 -1.611
H 3.367 -4.071 -0.224
H 2.221 -2.567 1.339
C 3.641 -1.377 0.236
H 4.459 -2.065 0.455
H 3.799 -1.021 -0.781
C 3.771 -0.200 1.218
C 3.089 1.079 0.800
C 3.360 1.650 -0.441
C 2.743 2.826 -0.830
C 1.849 3.458 0.019
C 1.600 2.921 1.270
C 2.221 1.744 1.658
H 2.042 1.358 2.651
H 0.933 3.423 1.953
H 1.373 4.378 -0.282
H 2.972 3.257 -1.793
H 4.077 1.186 -1.102
H 3.434 -0.502 2.212
H 4.838 0.021 1.305
H 1.209 -0.622 1.817
H -1.078 -1.160 2.561
H -1.880 -3.323 1.914
H -0.697 -3.447 0.546
*
```

***

Calculated values (eV) of total energy for the records, taken in order: -92975.1448 -31328.8561.